This record from the OMol25 dataset describes a 5-piece molecular cluster, C2H12O4 overall. The level of theory is the ωB97M-V functional and the def2-TZVPD basis.

Element x y z (Å)
1 C 1.62091 -1.02693 -6.67489
2 C 1.78922 0.15137 -6.09049
3 H 2.12473 -1.90358 -6.31272
4 H 0.83663 -1.06317 -7.40282
5 H 2.43079 0.22653 -5.21616
6 H 1.14068 1.00107 -6.21461
7 O -1.55243 -1.13116 6.66845
8 H -1.85861 -0.68076 5.87402
9 H -0.67219 -1.43889 6.41742
10 O -0.50976 0.32917 2.60737
11 H -1.42787 0.64136 2.56064
12 H -0.32429 0.47542 3.54539
13 O 1.89492 -1.39139 0.70303
14 H 1.16351 -0.81164 0.94338
15 H 2.29181 -1.73395 1.50656
16 O -2.90895 2.52766 2.08672
17 H -3.77504 2.79119 2.41074
18 H -2.26407 3.03770 2.58798

Summary:
- spin multiplicity = 1
- HOMO energy (eV) = -10.05
- relative energy (zero: lowest compared OMol25 entry of this formula, charge and spin) (kJ/mol) = 152.9
- largest force on an atom (eV Å⁻¹) = 1.4
- frontier orbital gap (eV) = 10.123